Record 1
Here is C30H50Cl2N3O4SiTi as an isolated structure in a non-equilibrium geometry from OMol25. Energies are from ωB97M-V/def2-TZVPD.

Each line ends with the Mulliken charge.
Cartesian coordinates (Å):
C (-2.900, 2.518, -1.605)  -1.403
C (-2.223, 2.166, -2.933)  0.844
H (-2.284, 3.214, -1.021)  0.185
H (-3.033, 1.603, -1.061)  0.044
H (-3.882, 2.973, -1.763)  0.441
C (-2.126, 3.221, -3.792)  -0.215
C (-2.365, 4.681, -3.381)  -1.414
H (-1.866, 3.111, -4.864)  0.530
H (-1.825, 4.918, -2.439)  0.231
H (-3.446, 4.869, -3.201)  0.338
H (-1.990, 5.375, -4.162)  0.348
Ti (-0.797, -1.242, -0.599)  -0.051
Cl (-1.418, -2.801, -1.872)  -0.515
C (1.602, -3.214, -0.901)  -1.004
O (1.205, -2.031, -0.620)  0.295
N (2.928, -3.492, -0.889)  0.244
C (3.797, -2.378, -0.455)  -0.251
C (3.502, -4.657, -1.600)  -0.928
H (0.904, -3.985, -1.272)  0.427
H (3.553, -2.062, 0.601)  -0.134
H (3.621, -1.479, -1.107)  -0.076
H (4.840, -2.673, -0.541)  0.346
H (3.034, -5.577, -1.230)  0.284
H (4.589, -4.675, -1.454)  0.270
H (3.275, -4.571, -2.669)  0.299
H (1.112, -4.053, 3.125)  0.225
H (-0.817, -3.007, 5.305)  0.361
C (1.542, -3.111, 3.529)  -0.661
C (0.032, -2.347, 5.254)  -0.964
N (0.491, -2.168, 3.896)  0.508
H (2.275, -2.662, 2.824)  -0.079
C (-0.248, -1.570, 2.936)  -0.657
O (0.048, -1.556, 1.695)  -0.364
H (-0.206, -1.401, 5.701)  0.202
H (-1.188, -1.170, 3.319)  0.783
H (2.083, -3.397, 4.448)  0.414
H (0.821, -2.813, 5.825)  0.354
H (-0.767, 3.794, 6.011)  0.283
H (0.014, 3.197, 2.307)  0.216
C (0.235, 3.694, 5.570)  -0.907
C (0.668, 3.474, 3.124)  -0.930
N (0.201, 2.914, 4.362)  0.376
H (0.929, 3.248, 6.295)  0.358
C (0.057, 1.569, 4.419)  -0.084
O (-0.355, 0.905, 3.491)  -0.530
H (1.694, 3.169, 2.914)  0.305
H (0.438, 1.105, 5.353)  0.174
H (0.556, 4.697, 5.275)  0.277
H (0.666, 4.546, 3.251)  0.378
O (-1.582, -0.200, -2.008)  0.501
C (-1.736, 0.705, -3.172)  -0.564
C (0.171, 1.836, -4.668)  -0.113
C (-0.673, 0.764, -4.370)  -0.169
H (0.302, 2.668, -3.967)  0.549
C (1.100, 1.851, -5.756)  -0.448
H (-2.494, 0.146, -3.710)  0.621
C (-0.525, -0.390, -5.169)  -0.525
H (1.749, 2.751, -5.973)  0.330
C (0.971, 0.776, -6.685)  -0.469
C (0.204, -0.361, -6.368)  -0.769
H (-1.076, -1.285, -4.866)  0.471
H (1.430, 0.903, -7.680)  0.338
H (0.096, -1.167, -7.119)  0.355
Si (2.040, 1.720, -0.991)  0.517
Cl (0.246, 1.873, -0.130)  -0.206
C (1.623, 3.348, -1.872)  -1.332
C (1.902, 0.616, -2.563)  -0.009
C (3.301, 1.172, 0.261)  -0.789
H (1.986, 3.294, -2.888)  0.418
H (2.212, 4.056, -1.298)  0.437
H (0.568, 3.665, -1.930)  0.202
H (3.286, 2.010, 0.979)  0.328
H (4.285, 1.103, -0.249)  0.355
H (3.028, 0.240, 0.829)  0.047
H (1.843, 1.280, -3.435)  -0.077
H (1.041, -0.046, -2.814)  -0.249
H (2.803, 0.023, -2.885)  0.336
C (-2.592, -1.177, 0.564)  -1.556
C (-2.986, -1.969, 1.764)  0.299
C (-3.675, -1.422, 2.829)  0.176
C (-3.822, -2.102, 4.055)  -0.499
C (-3.603, -3.475, 4.094)  -0.494
C (-2.930, -4.090, 3.014)  -0.674
C (-2.590, -3.328, 1.892)  0.004
H (-3.041, -1.395, -0.447)  0.522
H (-2.529, -0.086, 0.715)  0.224
H (-4.174, -0.441, 2.734)  0.335
H (-4.265, -1.636, 4.957)  0.352
H (-3.980, -4.135, 4.905)  0.311
H (-2.771, -5.171, 2.989)  0.351
H (-2.121, -3.799, 1.032)  0.389

Summary:
highest occupied orbital energy (alpha / beta): 0.05 / -3.92 eV
multiplicity: 3
expectation value of S²: 2.01
frontier orbital gap (alpha / beta): 2.1 / 6.1 eV
charge: -1

=====

Record 2
Here is C30H50CrOP4 as an isolated structure in a non-equilibrium geometry from OMol25. Energies are from ωB97M-V/def2-TZVPD.

Each line ends with the Mulliken charge.
Cartesian coordinates (Å):
Cr (0.809, -0.232, -0.157)  -1.147
P (2.335, -1.272, 1.378)  1.208
P (1.679, 1.839, -0.353)  1.709
P (-0.393, -2.360, -0.642)  1.140
H (2.262, 2.006, -3.036)  0.952
C (1.440, 1.284, -3.223)  -1.764
C (0.254, 1.836, -3.523)  -1.069
H (-0.014, 2.875, -3.124)  0.578
C (3.593, -2.143, 0.345)  -1.099
C (3.397, -0.297, 2.520)  -1.712
C (1.720, -2.536, 2.555)  -0.985
C (1.367, 3.512, -1.061)  -1.327
C (2.150, 2.514, 1.279)  -0.679
C (3.195, 1.214, -1.137)  -1.696
C (-1.965, -2.542, -1.568)  -1.456
C (-0.820, -3.395, 0.774)  -1.459
C (0.756, -3.373, -1.569)  -1.511
H (1.792, 0.228, -3.317)  0.786
H (-0.328, 1.683, -4.497)  0.675
H (4.379, -2.516, 1.026)  0.468
H (4.034, -1.438, -0.382)  0.326
H (3.114, -2.972, -0.200)  0.353
H (4.012, -0.997, 3.109)  0.621
H (2.748, 0.278, 3.193)  0.431
H (4.045, 0.378, 1.945)  0.433
H (1.605, -3.514, 2.069)  0.426
H (0.749, -2.200, 2.940)  0.133
H (2.417, -2.615, 3.405)  0.555
H (1.810, 3.700, -2.045)  0.573
H (1.760, 4.301, -0.382)  0.519
H (0.286, 3.677, -1.120)  -0.113
H (2.934, 3.279, 1.128)  0.604
H (2.534, 1.751, 1.960)  -0.190
H (1.266, 2.999, 1.735)  0.090
H (3.569, 2.024, -1.768)  0.669
H (2.977, 0.356, -1.791)  0.524
H (3.968, 0.943, -0.418)  0.491
H (-2.685, -3.171, -1.033)  0.679
H (-1.776, -2.993, -2.542)  0.599
H (-2.434, -1.576, -1.754)  -0.050
H (-1.651, -4.037, 0.492)  0.613
H (-1.121, -2.818, 1.644)  0.243
H (0.028, -4.015, 1.033)  0.383
H (0.177, -3.900, -2.312)  0.537
H (1.227, -4.097, -0.920)  0.563
H (1.534, -2.808, -2.071)  0.457
C (-1.938, -0.023, -3.514)  0.106
C (-0.773, -0.826, -3.650)  1.076
C (-0.743, -1.811, -4.654)  -1.759
C (-1.856, -2.022, -5.494)  -0.466
C (-3.033, -1.282, -5.339)  -0.857
C (-3.066, -0.394, -4.275)  -0.162
O (-2.214, 1.154, -2.785)  -0.628
H (-1.674, 1.973, -3.074)  0.327
H (0.039, -0.822, -2.924)  0.259
H (0.161, -2.433, -4.788)  0.473
H (-1.717, -2.741, -6.305)  0.436
H (-3.879, -1.273, -6.043)  0.431
H (-3.933, 0.227, -4.085)  0.495
C (-2.679, 0.226, 0.343)  -1.346
P (-1.035, 0.419, 1.139)  2.604
C (-1.204, 2.234, 1.543)  0.155
C (-1.404, 3.112, 0.457)  -0.602
C (-1.337, 4.500, 0.647)  -0.275
C (-1.105, 5.031, 1.925)  -0.724
C (-0.996, 4.158, 3.013)  -0.727
C (-1.073, 2.768, 2.833)  -0.638
C (-1.237, -0.350, 2.805)  0.919
C (-2.268, -1.264, 3.092)  -1.081
C (-2.263, -1.965, 4.307)  -0.484
C (-1.269, -1.718, 5.258)  -0.848
C (-0.292, -0.747, 5.018)  -1.081
C (-0.257, -0.085, 3.783)  -0.943
H (-2.662, 0.477, -0.731)  -0.044
H (-3.275, 0.951, 0.909)  0.644
H (-3.068, -0.795, 0.471)  0.544
H (-1.693, 2.702, -0.524)  0.572
H (-1.501, 5.175, -0.197)  0.474
H (-1.029, 6.119, 2.068)  0.422
H (-0.875, 4.537, 4.031)  0.483
H (-1.112, 2.091, 3.688)  0.622
H (-3.088, -1.407, 2.381)  0.434
H (-3.036, -2.721, 4.493)  0.475
H (-1.283, -2.242, 6.212)  0.469
H (0.451, -0.498, 5.782)  0.472
H (0.483, 0.706, 3.598)  0.696

Summary:
highest occupied orbital energy (alpha / beta): -16.12 / -16.12 eV
multiplicity: 4
expectation value of S²: 3.92
frontier orbital gap (alpha / beta): 4.8 / 6.3 eV
charge: +3

=====

What is the charge in the second record? +3

=====

Which of these has the highest charge? C30H50CrOP4

=====

The lowest charge belongs to which entry? C30H50Cl2N3O4SiTi

=====

Look up the charge of the first one. -1